{
  "formula": "C16H35AlBeCl4F3LiN5O14PS",
  "method": "ωB97M-V/def2-TZVPD",
  "species": ["C", "C", "O", "C", "C", "O", "C", "C", "C", "O", "O", "C", "P", "O", "O", "S", "N", "C", "N", "C", "N", "N", "C", "C", "N", "H", "H", "H", "H", "H", "H", "H", "H", "H", "H", "H", "H", "H", "H", "H", "H", "H", "H", "H", "H", "H", "H", "H", "H", "H", "C", "C", "O", "C", "O", "C", "F", "F", "F", "H", "H", "H", "H", "H", "H", "Al", "O", "Cl", "O", "O", "O", "O", "H", "H", "Cl", "Cl", "Cl", "Li", "Be", "O", "H", "H"],
  "coordinates": [[1.4851, -2.5251, 1.1987], [0.3757, -3.0156, 0.2358], [-0.7843, -2.2203, 0.3550], [-1.4944, -2.1073, -0.8730], [-1.3996, -0.7306, -1.5509], [-2.5897, 0.0592, -1.3385], [-2.3708, 1.3367, -1.0040], [-1.6731, 2.2503, -2.1230], [-1.8526, 1.7263, -3.5458], [-2.8025, 1.1311, -3.9584], [-0.7678, 1.9355, -4.3923], [-3.6571, 2.1913, -0.6448], [-4.8893, 2.5807, -1.9652], [-4.3434, 3.5750, -3.1098], [-6.0924, 3.4213, -1.1961], [-5.7256, 0.9782, -2.6452], [-3.1310, 3.2936, 0.2147], [-1.7702, 2.9772, 0.5321], [-0.8971, 3.7938, 1.0179], [0.5248, 3.3625, 1.2567], [1.4256, 4.4636, 1.3398], [-1.5708, 1.6679, 0.1796], [-1.5261, 0.7505, 1.3602], [-2.8436, 0.0712, 1.7057], [-3.5037, 0.4398, 2.7205], [1.3711, -1.4724, 1.4772], [2.4967, -2.6498, 0.7767], [1.4663, -3.0941, 2.1581], [0.0920, -4.0259, 0.5949], [0.7474, -3.1061, -0.7934], [-2.5496, -2.2631, -0.6289], [-1.1991, -2.8881, -1.5806], [-1.2481, -0.8710, -2.6329], [-0.4745, -0.2314, -1.2041], [-0.5919, 2.2569, -1.9203], [-2.0261, 3.2893, -2.1055], [-0.9045, 2.7720, -4.8594], [-4.3020, 1.6556, 0.0790], [-4.6024, 4.4866, -2.8972], [-5.6826, 3.9865, -0.5185], [-3.6866, 3.2799, 1.0671], [-1.1994, 4.7400, 1.2290], [0.5524, 2.8141, 2.1967], [0.8417, 2.6384, 0.4710], [1.2717, 5.1584, 0.6189], [1.4326, 4.8705, 2.2729], [-0.6900, 0.0570, 1.2315], [-1.2518, 1.3599, 2.2356], [-3.1871, -0.7559, 1.0646], [-4.3366, -0.1508, 2.7764], [7.8497, -1.6861, 1.4375], [7.6280, -2.4017, 0.1139], [7.1362, -3.7372, 0.2338], [5.7650, -3.9710, 0.4416], [5.0016, -3.3245, -0.4591], [5.3231, -3.7143, 1.9132], [6.2527, -4.1099, 2.7676], [4.1883, -4.4681, 2.2346], [5.0298, -2.4386, 2.2144], [8.2670, -2.3621, 2.1837], [8.5306, -0.8461, 1.2995], [6.9231, -1.2774, 1.8349], [8.6015, -2.5134, -0.3634], [7.0238, -1.8012, -0.5709], [5.7411, -5.0705, 0.3937], [3.8103, -2.4860, -1.7226], [-1.6746, -5.8410, -0.3318], [-3.0828, -5.5021, -0.2438], [-3.2543, -4.1455, -0.7399], [-3.5099, -5.5554, 1.1305], [-3.8595, -6.4043, -1.0397], [-9.0700, 1.5192, -2.0902], [-8.2720, 2.1001, -2.0046], [-8.7117, 0.6019, -2.0006], [1.7345, 1.2297, 1.6422], [2.6299, 3.9415, -0.6537], [-9.6954, 2.3810, -0.4729], [2.2009, -4.5112, 2.3051], [3.9279, -2.7721, 4.4666], [6.0824, 5.2510, 0.4709], [5.6589, 6.0583, 0.7788], [5.3658, 4.7310, 0.0941]],
  "forces_ev_per_a": [[0.0, -0.3, -0.1], [0.2, -0.9, 1.3], [0.6, 0.6, -0.6], [-1.1, 0.6, -0.1], [1.6, -0.7, -0.5], [0.2, -0.1, 1.2], [-0.7, 3.6, -1.4], [0.9, -1.3, -0.4], [0.0, -0.3, -1.1], [0.1, 0.4, 0.7], [-0.3, 0.5, 1.0], [-0.7, -0.8, 1.3], [-1.7, -0.7, -0.7], [-0.1, 0.0, 1.2], [1.7, 0.0, 0.1], [0.0, 0.2, 0.2], [0.6, 1.0, -0.5], [-2.6, -1.8, -1.3], [0.4, -0.1, -0.2], [-1.1, 1.2, 1.1], [-1.7, 0.1, -1.3], [1.9, -0.5, 1.2], [0.6, -0.1, 0.8], [0.0, -0.3, -0.5], [0.0, 0.2, -0.4], [0.1, -0.2, 0.0], [-0.2, 0.1, 0.0], [-0.6, 1.3, -0.3], [0.0, 0.1, -0.7], [-0.2, 0.2, 0.2], [0.3, -0.2, -0.3], [-0.1, 0.1, 0.2], [-0.5, 0.1, 0.2], [-0.5, 0.2, 0.1], [-0.3, 0.1, -0.1], [0.1, -0.2, 0.1], [0.1, -0.1, -0.2], [0.1, -0.5, -0.8], [0.1, 0.1, -0.3], [-0.5, 0.3, 0.0], [0.3, 0.5, 0.2], [0.0, -0.1, 0.1], [-0.3, 0.5, -0.1], [-0.5, 0.2, 0.1], [0.0, 0.2, 0.3], [1.1, -0.1, 0.0], [-0.5, -0.2, -0.1], [-0.2, -0.1, -0.2], [0.3, 0.2, 0.1], [0.0, 0.1, 0.3], [-0.4, 0.1, 0.1], [0.5, 0.3, 0.0], [-0.4, 0.0, 0.6], [1.1, -0.4, -0.4], [-2.3, 1.0, -1.1], [1.3, 0.5, -0.2], [-0.2, -0.2, 0.0], [-0.3, 0.0, -0.4], [-0.5, -0.2, -0.3], [0.1, 0.0, -0.1], [0.0, -0.1, 0.0], [0.0, 0.1, 0.0], [-0.1, -0.2, -0.1], [-0.2, -0.1, 0.1], [-0.4, 0.0, -0.3], [1.6, -1.0, 1.4], [0.2, 0.2, 0.0], [-0.3, -0.4, 0.3], [-0.2, -0.1, -0.1], [0.2, 0.1, 0.0], [0.2, 0.1, -0.1], [-0.2, 2.0, 2.1], [0.6, -0.4, -1.1], [-0.2, -0.1, 0.6], [1.5, -1.9, -0.2], [0.5, -0.1, 0.5], [0.3, -1.6, -1.7], [0.6, -0.6, 0.1], [-0.3, 0.2, 0.5], [-0.2, 0.0, 0.1], [0.1, 0.1, 0.0], [0.0, 0.0, 0.0]],
  "mulliken_charge": [0.163, 0.329, -0.312, -1.432, -0.021, -0.252, -0.247, -0.375, -0.181, -0.422, -0.502, -0.480, 0.914, -0.468, -0.525, -0.531, -0.478, -0.098, 0.067, -0.556, -0.496, 0.964, -0.139, -0.282, -0.684, -0.673, -0.212, 0.067, 0.065, 0.324, 0.535, 0.570, 0.584, 0.275, 0.287, 0.830, 0.380, 0.430, 0.371, 0.355, 0.414, 0.402, 0.466, 0.025, 0.309, 0.322, -0.461, 0.771, 0.537, 0.370, -1.011, -0.144, -0.418, 0.276, -0.523, 0.423, -0.198, -0.259, -0.180, 0.265, 0.413, 0.174, 0.335, 0.157, 0.319, 0.463, -0.686, 1.702, -0.705, -0.667, -0.637, -0.373, 0.467, 0.476, -0.296, -0.086, 0.303, 0.876, 0.229, -0.602, 0.310, 0.297],
  "homo_lumo_gap_ev": 1.46,
  "total_charge": 2,
  "e_lumo_ha": -0.3780
}

{
  "formula": "C11H19BrIrN4",
  "method": "ωB97M-V/def2-TZVPD",
  "species": ["Ir", "C", "C", "N", "C", "C", "N", "C", "C", "N", "H", "H", "H", "H", "H", "H", "H", "H", "H", "H", "H", "H", "H", "H", "H", "Br", "C", "C", "C", "C", "C", "N", "H", "H", "H", "H"],
  "coordinates": [[0.2103, 0.0875, 0.3059], [-2.0080, -0.3376, -1.9262], [-2.6234, -0.4229, -0.5319], [-1.6670, -1.1075, 0.4025], [-1.3673, -2.5459, 0.0540], [0.0754, -2.9046, 0.3648], [1.0418, -1.8367, -0.1068], [1.4267, -1.8237, -1.5680], [0.2550, -1.4021, -2.4375], [-0.4990, -0.2264, -1.8369], [-2.2334, -1.2120, -2.5337], [-2.3966, 0.5299, -2.4585], [-2.8208, 0.5672, -0.1139], [-3.5729, -0.9649, -0.5481], [-2.0560, -1.0701, 1.3444], [-2.0372, -3.1927, 0.6250], [-1.6280, -2.6860, -0.9897], [0.2302, -2.9930, 1.4414], [0.3508, -3.8602, -0.0873], [1.9061, -1.9746, 0.4263], [2.2710, -1.1353, -1.6614], [1.7872, -2.8151, -1.8540], [0.6066, -1.1193, -3.4312], [-0.4562, -2.2108, -2.5735], [-0.2084, 0.6249, -2.3200], [-0.5735, 0.9751, 3.0525], [0.5486, 2.2482, 2.3970], [0.9228, 3.3863, 3.1729], [1.7857, 4.3127, 2.6169], [2.2327, 4.0658, 1.3185], [1.8057, 2.8886, 0.5946], [0.9781, 1.9901, 1.1190], [0.5219, 3.4975, 4.1772], [2.1037, 5.1954, 3.1643], [2.9143, 4.7472, 0.8151], [2.1729, 2.7248, -0.4135]],
  "forces_ev_per_a": [[0.1, 0.3, -0.4], [0.2, 0.0, 0.0], [0.1, -0.1, 0.1], [-0.1, 0.0, 0.0], [-0.1, 0.1, 0.0], [0.1, 0.2, 0.0], [0.1, -0.4, 0.0], [0.0, 0.0, 0.1], [-0.1, 0.1, 0.0], [0.0, 0.0, -0.1], [-0.1, 0.0, 0.0], [0.0, 0.0, 0.0], [0.0, 0.0, 0.0], [0.0, 0.0, 0.0], [0.0, 0.0, 0.0], [0.0, 0.0, 0.0], [0.1, -0.1, 0.0], [0.0, 0.0, 0.0], [0.0, 0.0, 0.0], [0.0, 0.0, 0.0], [0.0, 0.0, 0.0], [0.0, 0.0, 0.0], [0.0, 0.0, 0.0], [0.0, 0.0, 0.0], [0.0, 0.0, -0.1], [-0.2, 0.0, 0.6], [0.1, 0.0, -0.2], [0.0, 0.0, 0.0], [0.0, -0.1, -0.2], [0.0, 0.0, 0.0], [0.0, 0.0, 0.0], [-0.1, 0.1, 0.4], [0.0, 0.0, 0.0], [0.0, 0.0, 0.0], [0.0, 0.0, 0.0], [0.0, 0.0, 0.0]],
  "mulliken_charge": [1.105, -0.647, -0.644, -0.378, -0.571, -0.668, -0.381, -0.712, -0.558, -0.388, 0.371, 0.481, 0.368, 0.428, 0.447, 0.541, 0.220, 0.427, 0.403, 0.458, 0.387, 0.433, 0.527, 0.302, 0.457, 0.109, 0.885, -0.464, -0.327, -0.495, 0.226, -0.246, 0.455, 0.524, 0.454, 0.470],
  "s2": 8.78,
  "homo_lumo_gap_ev": [9.18, 6.93],
  "total_charge": 4,
  "multiplicity": 6,
  "e_lumo_ha": [-0.5404, -0.6801]
}

{
  "formula": "C8H8O3",
  "method": "ωB97M-V/def2-TZVPD",
  "species": ["C", "C", "C", "C", "C", "C", "C", "C", "H", "H", "H", "H", "H", "H", "H", "H", "O", "O", "O"],
  "coordinates": [[-1.3458, -2.1819, 0.5840], [-0.0734, -0.2538, -0.2978], [-1.1165, 0.6818, -0.1338], [-0.7977, 1.9274, 0.2940], [0.6065, 2.2964, -0.1244], [1.6584, 1.2499, 0.2161], [1.2295, -0.1010, -0.0203], [2.2286, -1.0004, -0.1439], [-1.7998, -3.0082, 0.2498], [-0.8309, -2.1114, 1.6080], [-2.0936, -1.3739, 0.6589], [-2.8885, 0.7890, -1.3695], [-1.3978, 2.7574, 0.0607], [0.9107, 3.2810, 0.0598], [2.7032, 1.5017, 0.1812], [2.1700, -2.1619, -0.5240], [-0.3373, -1.5923, -0.5391], [-2.3149, 0.0494, -0.5062], [3.4893, -0.7493, -0.2535]],
  "forces_ev_per_a": [[3.1, 6.3, 1.0], [-1.5, -3.7, 1.0], [-0.4, -2.8, -0.9], [3.4, 1.4, -4.3], [1.2, -4.6, 5.5], [-3.7, 2.4, -3.3], [-0.2, 6.5, 1.6], [8.5, -6.7, -3.5], [-0.9, -3.4, -1.2], [-0.3, -1.0, -1.7], [0.1, -0.9, 0.0], [2.7, -3.3, 4.2], [-1.6, 0.9, 0.7], [0.3, 1.5, -0.2], [0.2, 0.0, 0.3], [-1.3, 2.6, 1.5], [-2.8, -1.0, 1.7], [-2.8, 5.3, -3.6], [-4.0, 0.5, 1.3]],
  "mulliken_charge": [-0.714, 0.347, 0.784, -0.671, -0.673, -0.651, 0.572, 0.021, 0.358, 0.269, 0.269, 0.387, 0.310, 0.416, 0.429, 0.274, -0.485, -0.691, -0.551],
  "homo_lumo_gap_ev": 8.15,
  "relative_energy_ev": 7.493,
  "total_charge": 0,
  "e_lumo_ha": -0.0238
}

Number 1: maximum force 0.0770 hartree/bohr. Number 2: maximum force 0.0116 hartree/bohr. Number 3: maximum force 0.2209 hartree/bohr.